No. 1
The following is a DFT calculation (ωB97M-V with the def2-TZVPD basis set) of a structure of composition C2H5IN4P in a non-equilibrium geometry.

Element x y z (Å)
I  0.597150  -2.107427  -3.101929
P  0.876241  -1.144633  -0.033699
N  0.968345  1.637311  -2.540738
N  -0.452540  -0.248766  2.154609
N  0.360289  -0.585027  -1.682770
N  -0.452795  1.195927  0.424633
C  -0.169553  0.059716  0.949950
C  0.784758  0.584487  -2.096935
H  -0.232551  -1.946039  0.200099
H  -0.108804  1.552566  -0.452420
H  -0.956991  0.331468  2.882771
H  -1.066896  1.907836  0.885227
H  -0.146651  -1.237421  2.411202

Cartesian forces, eV/Å:
-0.09 0.19 0.28
-0.14 0.75 -0.90
0.27 0.07 0.38
-0.55 -2.56 3.65
0.12 -2.12 1.39
-1.85 3.07 0.30
1.48 0.71 -1.88
0.04 1.16 -0.97
-0.29 -0.91 -0.41
0.22 -0.35 -0.42
0.91 -0.94 -1.40
0.80 -1.07 -0.23
-0.93 2.01 0.21

Values from the calculation:
Spin multiplicity: 1
Total charge: +1
Energy above the lowest of the compared OMol25 structures with the same formula, charge and spin: 2.620 eV
HOMO: -13.310 eV
Lowest unoccupied orbital energy: -5.0 eV
Kohn-Sham gap: 0.3048 hartree
E_tot: -25496.3965 eV

natural (NBO) population analysis, charges in e, atoms 1 to 5: I 0.465; P 0.828; N -0.292; N -0.730; N -0.896

---

No. 2
The following is a DFT calculation (ωB97M-V with the def2-TZVPD basis set) of an isolated molecule of C5H10S2 in a non-equilibrium geometry.

Element x y z (Å)
S  -1.552483  -1.901364  -1.290370
S  -2.269076  0.846429  -1.326293
C  1.372633  0.374992  -0.671948
C  0.730374  0.541416  2.050174
C  0.110426  -0.004236  -0.322384
C  -0.232761  -0.247017  1.030251
C  -0.825088  -0.297145  -1.473693
H  2.168771  0.245479  0.093228
H  -1.551934  2.009253  -1.539124
H  1.681244  0.108229  2.061464
H  -1.317342  -0.024210  1.190377
H  0.248112  0.314774  2.977668
H  -0.059563  -1.353615  1.149339
H  1.632373  0.526205  -1.822960
H  -0.578302  -0.218770  -2.492200
H  -0.335322  -2.511612  -1.527577
H  0.777939  1.591192  1.914046

Cartesian forces, eV/Å:
0.24 -1.97 -0.28
0.01 1.14 -0.21
7.40 1.99 -3.43
-2.92 -1.69 -0.69
-5.65 -0.68 -2.31
0.18 0.28 1.61
-0.76 0.71 2.71
-0.22 -0.05 -1.27
-0.46 -0.87 0.15
1.49 -0.55 0.02
0.80 -0.37 0.22
0.05 0.21 0.97
-0.28 0.49 0.66
-0.29 -0.13 2.89
1.43 0.37 -0.92
-0.95 0.16 0.21
-0.07 0.95 -0.36

Values from the calculation:
Spin multiplicity: 3
Total charge: 0
Expectation value of S²: 2.007
Energy above the lowest of the compared OMol25 structures with the same formula, charge and spin: 2.032 eV
HOMO (alpha / beta): -5.315 / -9.281 eV
Lowest unoccupied orbital energy (alpha / beta): 0.6 / -2.1 eV
Kohn-Sham gap (alpha / beta): 0.2192 / 0.2654 hartree
E_tot: -27011.9882 eV

natural (NBO) population analysis, charges in e, atoms 1 to 5: S -0.009; S -0.043; C -0.314; C -0.601; C -0.024

---

No. 3
The following is a DFT calculation (ωB97M-V with the def2-TZVPD basis set) of a structure of composition C9H16N2PSSc in a non-equilibrium geometry.

Element x y z (Å)
Sc  -0.000542  0.139124  -1.265958
S  1.491533  1.462460  0.123538
P  0.127384  -2.449722  -1.282068
N  0.527312  -0.580350  1.589636
N  -0.209066  1.525149  2.201412
C  0.939661  0.130367  -3.472056
C  -0.030007  -1.196683  2.804977
C  -0.056238  -0.189450  3.933281
C  -0.377954  2.038630  -3.236652
C  -1.272422  0.937798  -3.456744
C  -0.504259  -0.252999  -3.619651
C  0.968330  1.548276  -3.300857
C  -0.712498  1.105142  3.515243
C  0.530794  0.763187  1.381096
H  1.233612  -3.161448  -1.840495
H  -0.500937  1.904847  4.225084
H  -0.261480  2.511683  1.945555
H  -0.905642  -3.087836  -2.042426
H  -2.357626  0.983479  -3.474160
H  -0.667311  3.058678  -3.009202
H  -1.802312  0.983503  3.452686
H  1.779364  -0.525278  -3.663738
H  -0.855752  -1.226287  -3.934435
H  -1.046595  -1.546629  2.577204
H  -0.042421  -3.216549  -0.088114
H  0.969286  0.013316  4.267590
H  0.585450  -2.059457  3.055780
H  1.873204  2.138284  -3.199389
H  -0.594581  -0.614723  4.787922
H  1.171723  -1.136512  1.024932

Cartesian forces, eV/Å:
0.06 0.91 -0.82
-0.18 -0.07 0.80
-0.09 0.11 0.00
-0.18 -0.70 0.15
-0.35 1.07 0.88
-2.13 0.00 -0.79
-0.29 0.23 -0.63
0.33 -0.14 0.64
0.23 -1.19 0.23
0.99 -0.12 0.47
1.68 0.97 0.08
-0.79 -0.76 0.67
-0.28 0.20 -0.73
0.67 0.08 -1.32
-0.34 -0.21 0.05
-0.04 -0.08 0.08
0.16 -0.64 0.23
0.36 -0.22 0.15
0.21 0.08 -0.03
0.03 -0.16 -0.14
0.08 -0.03 0.11
-0.10 0.12 0.02
-0.07 0.10 0.06
0.12 -0.02 0.18
0.15 0.03 -0.34
-0.12 -0.04 -0.11
-0.06 0.02 0.02
-0.21 -0.04 0.07
0.08 0.09 -0.11
0.06 0.42 0.13

Values from the calculation:
Spin multiplicity: 1
Total charge: 0
HOMO (alpha / beta): -4.311 / -4.001 eV
Lowest unoccupied orbital energy (alpha / beta): 0.1 / 0.1 eV
Kohn-Sham gap (alpha / beta): 0.1622 / 0.1501 hartree
E_tot: -53394.5647 eV

natural (NBO) population analysis, charges in e, atoms 1 to 5: Sc 0.667; S -0.191; P 0.013; N -0.628; N -0.612